123
Properties=species:S:1:pos:R:3:forces:R:3 method="wB97M-V/def2-TZVPD" orbital_gap_ev=9.32 homo_energy_ev=-8.97 multiplicity=1 energy_ha=-5622.91391
Cl -20.3356 -3.1949 2.0596 -0.8087 -0.0980 -0.2547
C -22.0429 -2.5212 2.0635 1.5239 0.2365 1.2974
C -22.8787 -3.0144 0.9334 1.1495 -0.4396 -1.0992
Cl -24.4785 -2.3774 1.0815 -1.2729 0.5472 0.0559
H -21.8431 -1.4500 2.0884 -0.4780 0.0117 -0.4352
H -22.4202 -2.7587 3.0581 -0.2391 -0.2916 -0.2426
H -22.9166 -4.0989 0.8307 -0.0391 0.0175 0.4709
H -22.5003 -2.6644 -0.0270 0.1919 0.1290 0.1058
Cl -20.0942 4.4198 5.8649 0.3736 0.2369 -0.0993
C -18.6238 4.9465 6.7563 0.6722 0.4632 -0.0856
C -17.4844 5.4921 5.8662 -0.1249 -0.2934 -0.3891
Cl -17.9489 7.0855 5.1511 0.1148 -0.5581 0.1006
H -18.3272 4.0759 7.3411 0.2249 0.1477 -0.1158
H -18.9289 5.7554 7.4202 -0.0928 -0.2071 0.0237
H -17.1696 4.8104 5.0761 -0.7399 0.0028 -0.3321
H -16.5164 5.6518 6.3413 -0.4630 0.1791 0.8621
Cl -23.0976 -1.1866 5.3087 -0.0873 0.9017 0.8437
C -22.7193 0.3082 6.3484 0.9080 -0.3313 -1.1234
C -21.5152 0.9927 5.7298 0.0160 0.0890 0.1201
Cl -19.9937 0.0027 5.8178 -0.6736 0.4948 -0.0221
H -22.4959 0.0262 7.3774 -0.3916 -0.2406 -0.2150
H -23.5399 1.0195 6.2545 -0.2013 -0.4029 0.1713
H -21.3336 1.9214 6.2708 0.1328 -0.1284 0.1355
H -21.7343 1.2595 4.6959 0.2268 -0.2916 -0.0449
Cl -20.0934 3.1741 0.0704 -0.5046 -0.0326 0.9014
C -21.5348 3.0048 1.2042 -0.3408 0.1084 -1.7117
C -22.6489 2.3815 0.3581 -1.0125 0.5594 1.1612
Cl -22.4068 0.6586 0.1559 0.2402 -0.6519 -0.5308
H -21.8313 4.0153 1.4854 0.1909 -0.0709 0.0843
H -21.3214 2.3858 2.0756 0.2918 0.0912 -0.2266
H -22.9112 2.8915 -0.5689 0.8557 -0.1635 -0.2200
H -23.5984 2.4221 0.8920 0.1180 0.1803 0.5170
C -18.4050 1.5462 2.5996 -0.2288 0.1204 -0.5528
C -19.0003 0.2559 2.1003 -2.2181 -1.1423 -0.1010
C -17.8752 -0.6442 1.7210 0.3441 0.7774 -0.7953
O -16.8209 -0.0762 2.4573 2.3848 -0.8048 0.8255
C -17.1806 0.9931 3.2972 -1.3654 0.7638 -0.5791
H -19.1358 2.0840 3.2036 0.2782 0.1670 0.2547
H -18.0415 2.1913 1.7998 -0.4157 -0.0135 -0.2318
H -19.8266 0.3051 1.3910 0.2952 0.3695 -0.4368
H -19.4532 -0.3387 2.8937 -0.3094 0.6079 0.7888
H -17.6149 -0.5817 0.6644 0.1114 -0.0118 -0.1975
H -18.0476 -1.6947 1.9551 0.0958 0.0908 0.2516
H -16.4054 1.7587 3.2649 0.3345 -0.4126 0.4938
H -17.5510 0.7365 4.2897 0.8385 -0.5038 0.4023
C -22.2627 -4.5013 7.0437 -0.5877 0.7841 0.4526
C -21.1450 -3.5465 7.4108 0.9447 1.3056 0.6291
C -20.3226 -3.4334 6.1464 0.0566 -0.6984 -0.2067
O -20.3350 -4.7680 5.6460 -1.2797 -1.2654 -0.0439
C -21.6981 -5.2783 5.8687 0.4234 0.2916 0.0504
H -23.1448 -3.9241 6.7667 0.0333 0.1660 -0.2473
H -22.6310 -5.1171 7.8642 0.4617 -0.1804 0.0413
H -20.4326 -3.8522 8.1771 -0.2828 -0.8371 0.1424
H -21.4171 -2.5638 7.7960 -0.6692 0.0667 -0.2423
H -19.2790 -3.1867 6.3420 -0.0317 0.1367 -0.0751
H -20.7257 -2.7573 5.3925 -0.1190 0.1604 0.0403
H -21.7839 -6.3317 6.1351 1.0039 -0.1958 -0.3911
H -22.3119 -5.1426 4.9782 0.1285 0.1768 -0.2692
C -24.6937 2.3894 10.3533 -0.1431 1.3465 -0.2936
C -24.8707 3.6121 9.4082 -1.2048 1.4248 0.7558
C -23.7896 3.5249 8.3708 0.8323 -0.3027 0.6570
O -23.2222 2.2388 8.5963 0.4780 -0.9963 -0.9523
C -23.3116 1.9264 9.9847 0.0928 -0.4293 -0.2578
H -25.4152 1.6252 10.0645 -0.0605 -0.0158 0.3264
H -24.7929 2.7134 11.3893 -0.1593 -0.3918 0.0136
H -24.7721 4.5979 9.8628 0.4065 -0.1555 0.8538
H -25.8960 3.7572 9.0680 -0.0564 -0.7811 -0.6055
H -22.9773 4.2187 8.5871 -0.0878 0.5018 0.0058
H -24.1013 3.7278 7.3463 0.0175 -0.6987 -0.1200
H -22.4896 2.3588 10.5552 -0.0372 0.6467 0.0332
H -23.1849 0.8553 10.1422 -0.0706 -0.1455 -0.4659
C -28.9795 1.2157 7.3023 -0.7551 -1.7625 -0.0677
C -28.0559 2.2961 7.6716 0.1663 1.4409 0.2160
C -26.9027 2.2103 6.6394 -2.3556 -1.1212 0.6388
O -27.5243 1.4465 5.5595 1.5367 0.3622 -0.8290
C -28.8966 1.1677 5.7902 0.8789 0.7338 1.2284
H -30.0320 1.3227 7.5646 0.1453 0.1151 0.5845
H -28.5439 0.3303 7.7653 -0.5000 -0.6545 -0.3000
H -27.7089 2.2355 8.7031 -0.0685 0.1784 -0.0227
H -28.6477 3.1974 7.5118 0.5252 0.6244 0.2453
H -26.0976 1.5879 7.0300 0.3695 0.3537 -0.1426
H -26.6431 3.2474 6.4271 0.4824 -0.2871 -0.7594
H -29.1928 0.1923 5.4042 0.1843 0.2356 -0.3976
H -29.4567 2.0136 5.3916 -0.5514 -0.2558 -0.3479
C -25.8234 -2.7920 7.8788 -1.5562 0.3553 0.0382
C -26.2150 -3.6837 9.0912 0.1206 0.1920 -1.8700
C -24.8283 -3.9982 9.5752 -0.2322 1.3015 0.2927
O -24.0136 -2.8462 9.2096 0.9232 0.2943 0.0691
C -24.7955 -1.9028 8.4964 -1.1300 -0.1376 -0.1455
H -26.6794 -2.2451 7.4836 -0.1048 0.0953 -0.0776
H -25.3933 -3.3502 7.0473 0.0367 -0.3150 0.1542
H -26.7382 -4.5563 8.7003 -0.1823 -0.0719 0.4849
H -26.7939 -3.1347 9.8338 -0.1388 -0.0261 -0.1962
H -24.4864 -4.8847 9.0411 0.4820 -0.0681 0.6201
H -24.8527 -3.9746 10.6647 0.5770 -0.9453 -0.0196
H -24.3506 -1.2332 7.7603 1.0981 -0.7243 0.0589
H -25.3168 -1.1955 9.1414 -0.0406 0.0650 0.7316
C -26.3013 -2.5791 4.1664 -0.2024 -0.3902 0.0735
C -27.7921 -2.8648 4.2145 -0.2287 0.3259 0.9816
C -27.8612 -4.3326 4.7391 -0.7409 1.6958 -0.3033
O -26.6699 -4.9271 4.3076 0.3410 -0.2859 -0.3946
C -25.7803 -3.9441 3.7664 0.6293 0.0610 -0.3535
H -25.8282 -2.3863 5.1293 -0.5237 0.5457 0.1108
H -26.1301 -1.7474 3.4831 0.5111 -0.2381 -0.0123
H -28.2305 -2.6974 3.2307 0.0565 -0.5823 -0.2116
H -28.2928 -2.1140 4.8257 -0.1909 -0.2538 0.4256
H -28.7733 -4.7975 4.3648 0.2278 -0.4876 -0.3091
H -27.9312 -4.3809 5.8258 0.1239 0.1844 0.2372
H -25.6824 -4.0163 2.6832 -0.2411 -0.4168 0.0148
H -24.7975 -4.1085 4.2083 0.1627 -0.2006 -0.0788
C -26.0375 2.2650 2.6331 -1.2551 -0.4326 -0.0155
C -25.5400 3.5732 3.2656 -1.1777 0.3251 -0.4581
C -24.3346 3.1795 4.0637 1.3393 -0.0510 -0.0233
O -23.9333 1.9033 3.5840 0.7091 0.2569 0.0259
C -25.0857 1.1908 3.1809 0.0788 -0.3043 -0.2010
H -26.2369 2.3068 1.5623 1.3943 -0.0200 -0.4500
H -27.0907 2.0983 2.8589 0.0630 -0.2675 1.0751
H -26.3550 3.9304 3.8951 0.2201 0.3020 0.1577
H -25.3536 4.3372 2.5109 0.1963 -0.0245 0.0521
H -24.5134 3.2134 5.1384 -0.3181 -0.5014 0.2654
H -23.4312 3.7762 3.9379 -0.1800 0.4946 -0.2222
H -25.3817 0.6387 4.0729 -0.9690 0.0762 -0.0594
H -24.7811 0.4410 2.4508 0.0684 0.0937 -0.1698